Here is a structure of composition C20H39Cl3CrN3O3Si in a non-equilibrium geometry from the OMol25 dataset. Energies are from wB97M-V/def2-TZVPD.

Cartesian coordinates (Å):
Cr 1.51070 0.77290 1.72866
Cl 3.28753 0.11132 2.99724
Cl -0.14000 -1.69658 0.67179
Cl 2.62697 2.32916 0.47725
Si -0.73214 -0.03357 -0.41637
O -2.06645 -1.87044 3.77987
O 0.44999 2.33718 2.55751
O 1.09212 0.04991 -0.86474
N 0.46332 -0.17814 3.37205
N -0.28925 4.49725 2.25659
N -2.30801 -4.16396 3.54279
C 0.31889 2.42400 -5.14345
C -1.83345 0.20264 1.20372
C 1.35491 2.84934 -4.31466
C -1.62995 -5.24288 4.26267
C -1.92979 -4.10968 2.11293
C 2.22376 -3.46822 -3.96926
C 0.17125 0.29174 -4.02701
C -0.31929 1.19656 -4.99372
C 2.66894 -2.52701 -1.25775
C 1.80888 1.98579 -3.31875
C 1.23684 0.70638 -3.19944
C -0.00582 5.82183 1.71257
C 2.01227 -2.04767 -3.57259
C -0.78154 1.94625 -0.80804
C 0.66758 3.55345 2.35553
C -2.24991 -2.97809 4.25014
C -1.68677 4.16159 2.50212
C 2.16806 -1.58543 -2.31496
C -1.96332 -0.72140 -1.62055
C 1.86762 -0.12919 -2.05319
H -2.73300 0.65512 0.83130
H 2.17308 -3.49828 -1.40516
H 1.85853 3.81673 -4.38499
H 0.11303 5.82617 0.62032
H -0.87765 2.20307 -1.87845
H -2.38705 -3.13128 5.33697
H 1.73459 -1.39003 -4.38491
H -2.08026 -5.35015 5.26044
H 2.52088 2.27366 -2.52682
H -2.23512 5.10770 2.58041
H 0.02719 3.06557 -5.95097
H -2.11654 3.58572 1.66677
H -0.57746 -4.93645 4.38977
H -0.30521 -0.67794 -3.84953
H 1.88863 -3.57051 -5.00877
H -1.85206 -5.11862 1.69270
H 0.98837 -0.98562 3.70055
H -1.16421 0.89024 -5.61025
H 0.42980 0.53556 4.09364
H -2.96545 -0.68568 -1.14859
H -1.77177 -1.78310 -1.83110
H -2.61536 -3.51119 1.50859
H -0.85786 6.46091 1.96050
H -2.09038 -0.21298 -2.58999
H 0.17023 2.40279 -0.49206
H -1.30351 0.87611 1.87640
H 2.82229 0.36663 -1.81257
H -0.94214 -3.64343 2.05398
H 3.73660 -2.73983 -1.44236
H -2.10913 -0.71710 1.73038
H 1.68162 3.94968 2.23318
H -1.65239 -6.20029 3.72589
H 1.68629 -4.20368 -3.35755
H 0.89793 6.23545 2.16512
H -1.78840 3.60117 3.42945
H 3.28456 -3.74207 -3.94851
H 2.52134 -2.21886 -0.21825
H -1.59245 2.46658 -0.27153
H -0.51149 -0.48679 3.34705

As for the highest occupied orbital energy (alpha / beta): -4.20 / -4.53 eV. The calculation puts the orbital gap (alpha / beta) at 6.8 / 7.1 eV. Its expectation value of S² is 6.013. Its charge is -1. As for the multiplicity: 5.



Here is a structure of composition C20H39FGaN3O6P from the OMol25 dataset. Energies are from wB97M-V/def2-TZVPD.

Cartesian coordinates (Å):
Ga 1.28355 3.13938 -2.84590
P 1.45984 -0.97397 -3.36212
F -0.35437 4.68755 0.95903
O 1.98810 4.99605 -0.65848
O 2.46516 -1.27349 -2.15548
O -3.72352 2.48137 -2.91222
O -0.91088 2.58815 1.35065
O 1.37627 -2.12178 -4.28334
O 0.09417 -0.62734 -2.60680
N 1.38491 -2.48180 3.53086
N 1.07117 3.08640 0.28784
N -4.56136 -1.69690 1.77101
C 1.35406 -1.50939 0.03805
C 0.82924 -5.79820 5.31170
C -1.35278 -0.99728 3.77593
C 1.88122 -3.10470 4.35746
C 2.29602 -5.40554 5.18991
C 2.28009 -0.68758 -0.85900
C -1.15316 -1.16664 -3.07567
C -4.20688 -1.00268 2.61423
C -3.75735 -0.12461 3.69515
C -0.11580 3.35481 0.89036
C 1.63538 4.72224 -4.04938
C 1.99599 0.53229 -4.17461
C 1.54881 3.91588 -0.91808
C -2.26571 0.21044 3.61172
C -1.48190 -2.46910 -2.38103
C -1.60545 3.55327 -2.29113
C 2.52249 -3.90468 5.40017
C 2.61733 1.66589 -3.32554
C -0.64958 2.58657 -3.01884
C -2.96491 3.69274 -2.95784
H 3.58854 -3.67246 5.40005
H 0.95839 -2.36460 -0.50525
H -4.00213 2.34996 -2.00228
H 0.22673 -5.31377 4.54213
H 1.84614 -1.82512 0.95676
H 1.97185 4.40384 -5.03959
H -1.62595 -2.30291 -1.31285
H -1.89586 -0.40575 -2.83255
H 2.67778 -5.69336 4.20899
H -1.48302 -1.71020 2.96082
H -1.53591 -1.52089 4.71908
H -1.13100 -1.28079 -4.15974
H 2.88857 -5.94375 5.93233
H -2.85164 3.92855 -4.01788
H 2.71790 0.14758 -4.90357
H -0.81531 1.58491 -2.62143
H -3.98336 -0.61532 4.64510
H -1.16934 4.55124 -2.16612
H 0.74473 5.34867 -4.15295
H -0.92939 2.53461 -4.07865
H 0.42721 -5.51297 6.28604
H 2.12690 -3.59378 6.36931
H 1.12473 0.89080 -4.73238
H -4.35285 0.78919 3.65759
H -2.42106 -2.86184 -2.77567
H 2.41623 5.34643 -3.60429
H 0.70716 -6.87556 5.20123
H -2.04892 0.94378 4.39112
H 3.27930 -0.63617 -0.42590
H 3.18034 1.24264 -2.49069
H 3.37330 2.16271 -3.94034
H -1.80059 3.14047 -1.29340
H -0.69213 -3.20288 -2.53596
H -0.31517 -0.67537 3.76594
H -2.04337 0.69438 2.65960
H 1.07946 2.09916 0.05416
H -3.54275 4.50582 -2.49895
H 1.93392 0.34072 -0.95786
H 0.48867 -0.90840 0.32497

As for the highest occupied orbital energy: -5.34 eV. The calculation puts the orbital gap at 7.3 eV. Its charge is -1.



Here is a structure of composition C20H39MgN3O5Te from the OMol25 dataset. Energies are from wB97M-V/def2-TZVPD.

Cartesian coordinates (Å):
Te -0.33931 1.23657 -2.99811
Mg -0.11381 0.14967 -0.45417
O 0.00290 2.19980 0.04891
O 1.85250 0.20266 0.14243
O -0.19338 0.30775 1.84054
O -2.79180 2.03075 -0.52358
O -2.18375 -0.66983 -0.54841
N -0.32128 3.92763 1.47093
N 0.29136 -2.01579 -0.36334
N 3.37096 -0.53257 1.63681
C -0.57594 1.61698 2.26918
C 1.05134 -0.16658 2.36478
C -0.28390 -2.83177 0.53307
C -3.25254 -0.12011 0.24724
C 1.39662 -6.16942 -0.05974
C -0.11216 4.92751 0.42235
C 1.58960 1.13245 -3.87743
C -0.75181 4.43631 2.77388
C 0.05715 -4.16054 0.67619
C 2.15066 -0.15236 1.29522
C -0.26901 2.63626 1.17866
C 4.43752 -0.56646 0.63622
C -3.83397 1.08384 -0.43154
C 1.62081 -3.87277 -1.08547
C 3.74956 -1.00099 2.96914
C 1.23699 -2.54908 -1.15128
C 1.02838 -4.71907 -0.15237
C -3.22368 3.27933 -1.04638
C -2.63540 -1.75648 -1.36882
C -1.19848 -0.21038 -4.29300
H -1.80739 -2.05957 -2.00321
H -0.37407 3.82787 3.59058
H -1.83935 4.49296 2.83681
H 1.34422 0.44104 3.22066
H 2.39043 -6.35600 -0.46154
H -3.65847 3.15966 -2.04235
H 0.68791 -6.76706 -0.63700
H 4.58468 -0.40697 3.33774
H -3.47301 -1.43531 -1.98907
H -0.56745 -1.09494 -4.31478
H -2.94377 -2.59386 -0.74180
H -1.05293 -2.38983 1.15663
H 0.19764 4.43522 -0.49187
H -1.65379 1.60419 2.43928
H -2.82747 0.15752 1.21253
H 4.06015 -2.04441 2.91661
H -0.09527 1.85377 3.21584
H -0.34673 5.43729 2.89788
H 4.67303 -1.59989 0.37994
H 1.92945 0.10103 -3.89200
H -4.01014 -0.88727 0.41709
H 4.12509 -0.02920 -0.25166
H -2.34688 3.91762 -1.12086
H 1.70824 -1.87596 -1.85876
H -4.21465 0.82612 -1.42846
H -4.67720 1.46128 0.16069
H 5.32568 -0.09622 1.05468
H -2.19063 -0.46197 -3.92963
H 2.26635 1.74391 -3.28629
H -1.03505 5.48076 0.24683
H -1.27612 0.22687 -5.28380
H 0.89184 -1.18728 2.71439
H 0.65973 5.62451 0.74409
H -3.96545 3.74035 -0.38838
H 1.35768 -6.52299 0.96938
H 2.93299 -0.91929 3.67688
H -0.43925 -4.76277 1.42616
H 2.38318 -4.24238 -1.75885
H 1.52063 1.52784 -4.88625

As for the highest occupied orbital energy: -13.93 eV. The calculation puts the orbital gap at 9.3 eV. Its charge is +2.



| no. | electronic energy (Eh) |
| --- | --- |
| 1 | -3890.173343 |
| 2 | -3767.320257 |
| 3 | -1793.680059 |